233
Properties=species:S:1:pos:R:3 method="wB97M-V/def2-TZVPD" max_force_ha_per_bohr=0.0746 multiplicity=2 e_above_lowest_kj_mol=513.91 gap_ev="6.797 / 1.539" total_charge=+1 homo_energy_ev="-9.29 / -9.29"
C -21.70 -35.79 -2.46
C -20.33 -35.13 -2.36
C -20.46 -33.67 -2.62
O -20.70 -33.41 -4.00
C -20.08 -32.22 -4.47
N -19.70 -35.59 -1.06
H -22.32 -35.42 -3.27
H -22.19 -35.56 -1.51
H -21.46 -36.84 -2.62
H -19.86 -35.59 -3.22
H -19.52 -33.22 -2.31
H -21.30 -33.15 -2.16
H -19.01 -32.39 -4.50
H -20.30 -31.29 -3.94
H -20.38 -32.01 -5.50
H -20.45 -35.45 -0.40
H -19.56 -36.59 -1.09
C -19.25 -30.95 4.59
O -18.19 -31.12 3.67
C -17.16 -32.10 3.93
C -16.23 -31.69 5.11
N -16.40 -32.57 6.30
C -15.85 -33.90 6.20
C -15.71 -34.57 7.56
O -16.96 -34.99 8.03
C -17.00 -35.64 9.23
H -19.69 -31.86 5.01
H -20.03 -30.28 4.24
H -18.72 -30.59 5.47
H -16.70 -32.27 2.96
H -17.69 -33.03 4.16
H -16.37 -30.68 5.51
H -15.18 -31.80 4.86
H -17.32 -32.63 6.71
H -14.83 -33.71 5.87
H -16.31 -34.51 5.43
H -15.45 -33.93 8.40
H -14.94 -35.33 7.48
H -17.08 -34.84 9.96
H -16.11 -36.21 9.49
H -17.78 -36.39 9.05
C -9.08 -35.51 -3.15
O -7.76 -36.02 -3.11
C -6.94 -36.05 -4.31
C -5.47 -36.23 -3.94
N -4.43 -36.41 -4.94
C -3.96 -37.81 -5.19
C -3.61 -37.93 -6.69
O -4.36 -36.89 -7.45
C -4.54 -37.26 -8.79
H -9.68 -35.72 -2.26
H -9.63 -35.95 -3.98
H -9.04 -34.42 -3.23
H -7.16 -35.23 -4.99
H -7.24 -36.94 -4.85
H -5.50 -37.00 -3.18
H -5.31 -35.33 -3.35
H -4.69 -36.10 -5.86
H -4.83 -38.46 -5.13
H -3.29 -38.13 -4.40
H -3.92 -38.89 -7.09
H -2.55 -37.73 -6.87
H -3.65 -37.26 -9.42
H -5.29 -36.61 -9.24
H -4.92 -38.28 -8.83
C -16.07 -27.91 -4.94
O -17.20 -28.41 -5.60
C -17.48 -29.79 -5.40
C -18.27 -30.27 -6.63
N -17.58 -29.91 -7.90
C -18.36 -30.22 -9.08
C -18.45 -28.99 -10.05
O -17.29 -28.09 -10.02
C -16.31 -28.64 -10.83
H -16.35 -27.26 -4.11
H -15.48 -27.33 -5.65
H -15.43 -28.72 -4.59
H -18.03 -29.86 -4.47
H -16.56 -30.36 -5.27
H -19.19 -29.69 -6.54
H -18.40 -31.35 -6.56
H -17.44 -28.91 -7.84
H -19.36 -30.59 -8.88
H -17.91 -31.00 -9.69
H -19.23 -28.32 -9.68
H -18.61 -29.48 -11.02
H -16.77 -28.69 -11.82
H -15.90 -29.58 -10.49
H -15.45 -27.97 -10.88
C -12.93 -34.96 -2.57
O -13.73 -33.77 -2.58
C -14.92 -34.00 -3.32
C -16.10 -33.17 -2.78
N -15.84 -31.78 -2.46
C -16.99 -31.00 -1.91
C -16.47 -29.63 -1.49
O -15.69 -29.55 -0.34
C -16.51 -29.68 0.79
H -13.36 -35.58 -1.79
H -11.92 -34.64 -2.29
H -12.82 -35.40 -3.56
H -15.28 -34.98 -3.60
H -14.66 -33.46 -4.23
H -16.41 -33.67 -1.86
H -16.95 -33.32 -3.44
H -15.06 -31.78 -1.82
H -17.33 -31.62 -1.08
H -17.80 -30.90 -2.63
H -17.38 -29.04 -1.52
H -15.93 -29.29 -2.38
H -17.49 -29.19 0.78
H -16.06 -29.23 1.68
H -16.69 -30.75 0.91
C -20.26 -26.57 0.47
O -20.02 -26.10 1.80
C -19.81 -27.20 2.62
C -19.81 -26.60 4.06
N -21.15 -26.15 4.48
C -22.15 -27.16 4.56
C -23.59 -26.58 4.75
O -24.52 -27.60 4.63
C -25.84 -27.29 5.00
H -20.07 -25.69 -0.13
H -21.24 -27.00 0.23
H -19.66 -27.30 -0.07
H -18.84 -27.66 2.45
H -20.51 -28.01 2.48
H -19.04 -25.83 4.13
H -19.43 -27.38 4.73
H -21.34 -25.68 3.61
H -21.94 -27.73 5.47
H -22.19 -27.71 3.63
H -23.88 -25.75 4.11
H -23.59 -26.14 5.75
H -26.36 -26.64 4.30
H -25.80 -26.75 5.95
H -26.45 -28.18 5.07
C -13.22 -34.00 -6.83
O -14.63 -33.77 -6.75
C -15.13 -32.37 -6.82
C -14.43 -31.49 -7.96
N -13.42 -30.54 -7.50
C -12.67 -30.05 -8.60
C -11.93 -31.16 -9.47
O -12.65 -31.78 -10.50
C -12.08 -32.80 -11.19
H -12.83 -33.47 -5.96
H -12.70 -33.57 -7.69
H -13.01 -35.06 -6.72
H -15.00 -32.06 -5.78
H -16.21 -32.38 -6.91
H -15.11 -30.82 -8.49
H -14.17 -32.26 -8.68
H -13.97 -29.71 -7.36
H -11.81 -29.58 -8.13
H -13.20 -29.34 -9.23
H -11.41 -31.84 -8.80
H -11.21 -30.51 -9.95
H -12.71 -33.17 -12.00
H -11.87 -33.65 -10.54
H -11.12 -32.46 -11.59
C -11.03 -37.97 -0.40
O -11.18 -39.06 -1.36
C -12.57 -39.38 -1.36
C -12.77 -40.57 -2.28
N -11.82 -41.72 -2.10
C -11.90 -42.34 -0.79
C -13.32 -42.73 -0.29
O -13.04 -43.28 1.03
C -13.75 -44.49 1.13
H -10.95 -38.32 0.62
H -11.74 -37.14 -0.49
H -10.09 -37.49 -0.68
H -13.06 -38.51 -1.79
H -13.05 -39.43 -0.39
H -12.77 -40.16 -3.29
H -13.78 -40.97 -2.16
H -10.84 -41.54 -2.25
H -11.52 -41.63 -0.05
H -11.28 -43.23 -0.91
H -13.71 -43.48 -0.98
H -14.12 -42.01 -0.11
H -13.48 -45.07 2.01
H -13.48 -45.16 0.32
H -14.83 -44.37 1.04
C -15.99 -36.50 0.38
O -14.73 -35.77 0.20
C -14.26 -35.27 1.43
C -12.97 -34.48 1.26
N -13.15 -33.29 0.43
C -14.00 -32.21 0.78
C -13.22 -31.10 1.51
O -13.13 -31.35 2.89
C -12.39 -30.42 3.72
H -16.73 -35.77 0.70
H -15.94 -37.38 1.03
H -16.28 -37.06 -0.51
H -14.09 -36.03 2.19
H -15.10 -34.62 1.71
H -12.21 -35.06 0.75
H -12.43 -34.19 2.17
H -13.61 -33.69 -0.37
H -14.94 -32.40 1.31
H -14.20 -31.84 -0.22
H -13.58 -30.10 1.28
H -12.18 -31.05 1.18
H -12.89 -29.48 3.94
H -11.39 -30.40 3.28
H -12.26 -30.83 4.72
C -14.83 -26.16 -1.70
O -15.39 -24.94 -1.14
C -16.54 -25.19 -0.36
C -17.19 -23.93 0.00
N -17.60 -23.35 -1.24
C -17.76 -21.90 -1.35
C -16.46 -21.10 -1.18
O -15.54 -21.32 -2.29
C -14.25 -20.78 -2.17
H -14.59 -25.97 -2.74
H -15.41 -27.08 -1.64
H -13.88 -26.28 -1.19
H -16.21 -25.65 0.57
H -17.36 -25.79 -0.76
H -16.53 -23.29 0.58
H -18.09 -23.95 0.62
H -16.97 -23.66 -1.96
H -18.38 -21.56 -0.52
H -18.20 -21.55 -2.29
H -15.92 -21.33 -0.26
H -16.69 -20.03 -1.23
H -13.46 -21.40 -2.60
H -13.79 -20.61 -1.20
H -14.29 -19.86 -2.76